1.
# C2H7IP2

A molecular structure, C2H7IP2 in a non-equilibrium geometry (wB97M-V/def2-TZVPD, OMol25).

Structure (XYZ):
```
12
Properties=species:S:1:pos:R:3:forces:R:3:mulliken_charge:R:1
C -0.6997 -0.2834 -1.9731 -3.694 -2.177 -0.687 -1.042
C -0.7070 0.1828 1.3938 0.078 -0.281 -3.299 -0.456
P 0.8903 0.3797 2.1673 1.875 0.784 0.622 -0.197
P -0.0867 -0.1926 -0.2642 -0.947 0.267 0.965 0.276
I 1.7991 -1.6916 -0.3267 0.772 -1.237 -0.424 -0.036
H -0.0647 0.3038 -2.5492 1.647 0.603 -0.911 0.394
H -1.6836 0.1989 -2.2264 0.528 -0.449 0.971 0.352
H -0.7920 -1.3287 -2.4026 0.318 1.174 0.679 0.303
H -1.2001 -0.7077 1.7924 -0.180 0.155 0.021 0.234
H 1.4362 1.7309 1.7166 -1.163 -1.227 0.654 0.065
H 0.3818 0.6520 3.4310 -0.056 0.614 0.473 0.061
H 0.7262 0.7561 -0.7589 0.822 1.773 0.937 0.043
```
Forces are in eV/Å.

The value obtained for the energy relative to the best compared isomer or geometry (same formula, charge and spin) is 69.4 kcal per mole. The total energy comes out at -1060.67156 a.u. As for the net charge: 0. For the LUMO energy, the calculation gives 0.1 eV.

=====

2.
# C30H34NO9V

A molecular structure, C30H34NO9V in a non-equilibrium geometry (wB97M-V/def2-TZVPD, OMol25).

Structure (XYZ):
```
75
Properties=species:S:1:pos:R:3:forces:R:3:lowdin_spin:R:1
C 0.3692 -0.5184 -5.1751 -0.677 -0.662 -0.756 0.000
C -0.0426 -1.0510 -3.8023 0.579 -0.088 0.193 0.000
C 0.1335 0.9997 -5.1242 0.076 0.121 -0.129 0.000
C -0.9639 1.2026 -4.0561 -0.635 -0.121 0.847 0.000
H -0.1861 1.3421 -6.1157 0.115 0.026 0.270 0.000
H 1.0692 1.5112 -4.8657 -0.227 -0.124 -0.040 0.000
C -1.2450 -0.1972 -3.4200 -0.021 0.186 -0.470 0.000
H 0.7933 -0.8717 -3.1143 -0.159 -0.116 -0.003 0.000
H -0.2721 -2.1221 -3.8207 0.263 0.325 0.113 0.000
C -1.4371 0.0286 -1.9296 -0.167 0.038 0.658 0.000
H -2.1607 -0.6437 -3.8357 0.258 0.143 -0.044 0.000
H -1.8842 1.5787 -4.5362 0.387 -0.103 0.195 0.000
C -0.6827 2.1029 -2.7937 0.191 0.164 0.210 0.000
C 1.7208 -0.9717 -5.6878 1.360 -0.810 1.317 0.000
C -0.4583 -1.2082 -6.2677 -1.593 0.471 -1.053 0.000
O -0.9119 -0.6833 -7.2641 0.375 -0.601 1.014 0.000
O 2.5451 -1.5674 -5.0179 -0.706 0.832 -0.826 0.000
O 1.8630 -0.7404 -7.0089 0.346 0.115 0.474 0.000
O -0.5681 -2.5357 -6.0123 0.568 0.010 -0.450 0.000
C -0.6366 -3.4251 -7.1467 -0.321 0.137 0.177 0.000
H -0.2903 -4.3904 -6.7700 -0.119 0.168 -0.090 0.000
H 0.0164 -3.0794 -7.9512 -0.077 0.068 0.115 0.000
H -1.6631 -3.5063 -7.5199 0.207 0.056 0.079 0.000
C 3.1007 -1.1855 -7.5568 0.539 -0.178 -0.291 0.000
H 3.9576 -0.6466 -7.1279 -0.353 -0.103 -0.021 0.000
H 3.0412 -0.9818 -8.6278 -0.028 -0.032 0.186 0.000
H 3.2541 -2.2594 -7.3836 -0.136 0.301 0.003 0.000
O -1.2041 1.4044 -1.6157 -0.013 0.090 -1.604 0.000
H -0.7512 -0.5787 -1.3147 -0.160 0.094 -0.344 0.000
H -2.4692 -0.2242 -1.6379 0.313 0.117 0.087 0.000
C -1.4163 3.4383 -2.9135 -0.133 -0.014 0.010 0.000
C 0.7995 2.3694 -2.5192 0.051 -0.027 0.154 0.000
H 1.2476 3.0072 -3.2929 -0.046 -0.164 0.149 0.000
H 1.3665 1.4334 -2.4391 -0.057 0.149 -0.085 0.000
H 0.8896 2.8826 -1.5510 -0.067 -0.134 -0.284 0.000
H -1.3310 4.0207 -1.9877 -0.006 -0.180 -0.179 0.000
H -2.4774 3.2728 -3.1357 0.156 0.024 0.145 0.000
H -0.9935 4.0289 -3.7366 -0.025 -0.103 0.128 0.000
V 0.0585 -0.2349 2.8202 -0.002 -2.101 -0.042 0.923
C -2.1156 -0.5338 3.6438 0.132 -0.909 -0.870 -0.005
C -2.2283 -0.1358 2.2711 0.147 -0.662 0.134 0.033
C -1.5667 -1.1269 1.4723 -0.386 0.041 0.395 -0.011
H -2.7670 0.7268 1.8825 0.349 -0.167 0.179 0.005
C -1.0847 -2.1548 2.3510 -0.825 0.561 0.065 -0.015
C -1.3868 -1.7714 3.7005 -0.537 0.502 -0.280 -0.007
H -1.1642 -2.3404 4.6035 -0.119 0.169 -0.333 -0.001
H -2.5643 -0.0419 4.5022 0.388 0.115 -0.212 0.000
H -1.5034 -1.1262 0.3819 -0.065 -0.045 0.685 -0.002
H -0.6458 -3.1023 2.0382 0.106 0.504 0.163 -0.001
C 2.3684 0.4207 2.7756 -0.145 -0.926 -0.487 -0.012
C 2.1807 -0.6100 3.7543 -0.019 -0.487 -0.954 0.021
C 1.6750 -1.7735 3.0811 1.040 0.728 -0.578 -0.012
H 2.4747 -0.5551 4.8002 -0.272 0.021 -0.242 0.002
C 1.5582 -1.4511 1.6764 0.937 0.198 0.742 0.013
C 1.9838 -0.0918 1.4933 0.047 -0.099 0.360 0.004
H 2.0346 0.4316 0.5375 0.020 -0.178 0.398 0.000
H 2.8246 1.3894 2.9662 -0.513 -0.112 -0.028 0.001
H 1.4973 -2.7446 3.5451 -0.101 0.415 -0.184 -0.001
H 1.2827 -2.1376 0.8734 -0.083 0.344 0.405 0.001
O 0.1457 3.3758 4.7711 -0.062 -0.317 0.151 0.000
C -0.0042 2.1637 4.8694 0.060 -1.159 -2.282 0.005
O -0.1040 1.3342 3.8431 0.061 3.420 3.043 0.057
C -0.1151 1.5640 6.2578 -0.134 -0.397 0.904 0.002
C 0.0185 0.1801 6.5391 -0.124 0.479 -0.155 -0.001
C -0.1844 -0.3014 7.8284 -0.138 0.632 0.398 0.000
C -0.4860 0.6201 8.8551 0.303 0.566 -1.650 0.000
C -0.5816 2.0035 8.6146 0.103 -0.743 -0.028 0.000
C -0.3941 2.4554 7.3172 -0.017 -0.270 -0.096 0.001
N -0.6790 0.1465 10.1744 -0.410 -1.275 2.960 0.000
O -0.6228 -1.0912 10.3752 -0.124 2.205 -0.259 0.000
O -0.8942 0.9698 11.0969 0.372 -1.457 -1.659 0.000
H 0.2757 -0.5257 5.7419 -0.237 0.436 0.094 -0.001
H -0.1295 -1.3666 8.0575 0.043 0.427 -0.060 0.000
H -0.8006 2.6778 9.4430 0.072 -0.243 -0.323 0.000
H -0.4778 3.5219 7.1206 0.076 -0.291 -0.213 0.000
```
Forces are in eV/Å.

The value obtained for the energy relative to the best compared isomer or geometry (same formula, charge and spin) is 0.0 kcal per mole. The total energy comes out at -2839.44614 a.u. As for the net charge: -1. The expectation value of S² is 0.870. For the LUMO energy (spin up / spin down), the calculation gives 1.4 / 1.4 eV. As for the spin multiplicity: 2.

=====

3.
# C19H31IN8O2P

8 unconnected molecules or ions with the total composition C19H31IN8O2P in a non-equilibrium geometry (wB97M-V/def2-TZVPD, OMol25).

Structure (XYZ):
```
62
Properties=species:S:1:pos:R:3:forces:R:3:mulliken_charge:R:1
C -0.6967 1.9436 3.9233 0.001 -0.161 -0.073 -0.765
C -0.8513 0.6484 4.1833 -0.175 0.174 0.150 -0.125
C -0.2378 -0.5459 3.4856 -0.043 -0.007 0.628 -0.519
P -0.0217 -0.4867 1.7316 0.324 -0.133 -0.460 0.376
N 0.3407 -2.0167 1.2738 0.344 0.052 0.264 -0.566
I 1.7860 0.9749 1.1539 -0.008 0.058 0.024 0.004
C -1.4849 -0.0205 0.7853 -0.367 0.060 -0.029 0.070
C -1.4223 1.2728 -0.0105 0.051 -0.135 -0.005 -0.139
O -1.3141 1.2739 -1.1976 -0.072 0.187 0.150 -0.369
O -1.4503 2.4056 0.7569 -0.257 -0.223 0.186 -0.354
H -0.0892 2.3305 3.1070 -0.138 -0.120 0.170 0.066
H -1.2037 2.6825 4.5418 0.124 -0.176 -0.118 0.306
H -1.4798 0.3588 5.0273 0.146 0.071 -0.197 0.370
H -0.8889 -1.4226 3.6440 0.230 0.214 -0.134 0.502
H 0.7588 -0.7647 3.9055 -0.141 -0.010 -0.009 0.428
H 0.9953 -2.4879 1.9062 -0.101 -0.049 -0.161 0.402
H 0.7125 -2.1197 0.3324 -0.239 -0.041 0.014 0.314
H -2.3032 0.0030 1.5239 0.199 -0.007 -0.230 0.134
H -1.6559 -0.8454 0.0811 0.011 0.142 0.180 0.492
H -2.3045 2.8634 0.7072 0.249 0.027 -0.254 0.325
C 0.1055 3.6997 -2.9983 0.157 -0.096 0.005 -0.183
C 0.0067 5.0117 -3.6219 -0.341 0.382 -0.109 0.271
N -0.1809 6.0426 -4.0977 0.194 -0.337 0.126 -0.445
H -0.7886 3.1198 -3.2213 -0.011 -0.011 0.002 -0.092
H 0.9775 3.1668 -3.3745 -0.013 -0.001 0.022 0.310
H 0.1863 3.8061 -1.9176 0.013 -0.005 -0.015 0.166
C -3.5250 5.0692 -4.7403 0.012 0.152 -0.003 -0.640
C -3.7211 3.6986 -4.2834 0.106 -0.402 0.041 0.358
N -3.8244 2.6058 -3.9308 -0.371 1.431 -0.146 -0.404
H -3.8403 5.1804 -5.7763 -0.067 -0.079 0.027 0.276
H -4.0920 5.7603 -4.1183 -0.044 -0.049 -0.020 0.270
H -2.4715 5.3381 -4.6725 -0.012 -0.025 0.007 0.066
C 3.0937 -4.6321 -1.1551 -0.015 0.004 -0.043 -0.903
C 2.9667 -4.0081 0.1554 0.074 0.062 0.543 0.471
N 2.8810 -3.5441 1.2076 -0.118 -0.084 -0.577 -0.490
H 2.1720 -5.1552 -1.4057 0.011 0.013 -0.007 0.310
H 3.3007 -3.8845 -1.9185 0.002 -0.034 0.007 0.305
H 3.9135 -5.3478 -1.1497 -0.017 0.025 0.014 0.293
C -5.7468 -1.6734 3.4220 -0.020 0.012 0.005 -0.893
C -4.3061 -1.7168 3.2097 0.464 -0.199 -0.042 0.414
N -3.1687 -1.7952 3.0475 -0.496 0.227 0.021 -0.402
H -6.0696 -2.5976 3.8987 0.008 0.012 -0.005 0.303
H -6.0032 -0.8321 4.0635 -0.001 -0.010 -0.011 0.284
H -6.2581 -1.5692 2.4666 0.006 0.002 0.012 0.289
C 3.5050 2.3163 5.3265 -0.056 0.056 0.061 -0.802
C 3.0051 0.9485 5.2773 0.045 -0.460 -0.056 0.408
N 2.6558 -0.1469 5.2274 -0.072 0.429 -0.092 -0.437
H 4.4257 2.3525 5.9067 -0.020 -0.016 -0.006 0.326
H 3.7080 2.6725 4.3177 -0.007 -0.005 0.014 0.243
H 2.7646 2.9633 5.7943 0.025 0.010 -0.010 0.269
C -2.7962 0.2138 -3.9610 0.143 -0.477 0.310 -0.464
C -2.4823 -1.1465 -3.5406 0.206 -0.592 -0.129 0.264
N -2.2160 -2.2181 -3.2115 -0.082 0.438 0.062 -0.469
H -3.7831 0.2788 -4.4152 0.136 -0.144 0.117 0.395
H -2.7738 0.8512 -3.0796 -0.011 -0.150 -0.245 0.075
H -2.0542 0.5666 -4.6753 -0.001 -0.006 0.010 0.286
C 7.6122 -5.1200 -3.1757 0.027 -0.011 -0.042 -0.750
C 6.1869 -5.0486 -3.4762 -0.488 0.005 -0.116 0.373
N 5.0608 -4.9967 -3.7122 0.512 0.012 0.175 -0.405
H 7.7617 -5.5118 -2.1711 -0.004 0.006 -0.012 0.265
H 8.1058 -5.7776 -3.8894 -0.006 0.010 0.010 0.272
H 8.0553 -4.1279 -3.2425 -0.007 -0.014 0.001 0.265
```
Forces are in eV/Å.

The total energy comes out at -1969.90480 a.u. As for the net charge: +1. For the LUMO energy, the calculation gives -3.1 eV.

=====

4.
# AsF6H24O12

A molecular structure, AsF6H24O12 (wB97M-V/def2-TZVPD, OMol25).

Structure (XYZ):
```
43
Properties=species:S:1:pos:R:3:forces:R:3:mulliken_charge:R:1
As -0.0570 0.1894 0.0004 -0.105 0.421 0.746 2.144
F -1.3781 -0.8404 0.4639 0.456 -0.019 -0.309 -0.407
F 0.9721 -0.5555 1.1712 0.102 -0.067 -0.108 -0.392
F 1.2736 1.2595 -0.4296 -0.437 -0.362 -0.173 -0.538
F -1.0774 0.9472 -1.1829 0.195 -0.020 -0.201 -0.478
F -0.5933 1.3495 1.2018 0.254 -0.238 -0.480 -0.545
F 0.4595 -0.9909 -1.2003 -0.059 0.161 0.029 -0.540
O 0.6380 0.7830 3.8616 0.231 -0.164 -0.062 -0.708
H 1.4760 0.2880 3.9334 -0.342 0.388 0.094 0.419
H 0.5311 0.8954 2.9069 -0.201 0.013 0.285 0.254
O -3.5104 -0.6758 2.2651 0.206 -0.007 -0.077 -0.688
H -3.1886 -0.8669 3.1524 0.040 0.051 -0.070 0.331
H -2.7508 -0.8713 1.6858 -0.355 0.050 0.231 0.358
O 3.3549 3.0301 -1.8795 -0.096 -0.301 0.057 -0.662
H 3.1486 3.7354 -1.2586 -0.040 -0.074 0.005 0.319
H 2.5050 2.5676 -2.0076 0.230 0.435 -0.081 0.328
O 0.5877 -3.7670 0.1422 0.007 0.021 -0.291 -0.651
H 1.4556 -4.0369 -0.1769 -0.051 0.052 0.067 0.308
H 0.3034 -3.0750 -0.4745 0.013 -0.028 0.282 0.279
O 0.7180 2.8305 -2.9246 -0.260 -0.218 -0.238 -0.584
H 0.1251 2.0709 -3.0206 0.044 0.131 0.202 0.316
H 0.5843 3.3558 -3.7207 0.076 -0.048 0.066 0.243
O -3.5734 1.7675 0.4750 0.040 0.077 0.008 -0.679
H -3.7553 1.2629 1.2818 0.083 -0.127 -0.135 0.356
H -2.6275 1.6312 0.3243 -0.263 0.080 0.085 0.272
O -0.0675 -0.9068 -4.1536 0.072 0.027 0.098 -0.650
H 0.1023 -1.0694 -3.2140 -0.021 0.117 -0.044 0.334
H 0.7909 -0.6641 -4.5162 -0.052 -0.028 0.055 0.303
O -3.1486 -2.5306 -1.2210 -0.020 -0.005 -0.085 -0.620
H -3.5165 -1.6372 -1.3036 -0.046 -0.065 -0.003 0.348
H -2.4911 -2.5771 -1.9216 -0.037 -0.004 0.027 0.284
O 3.8533 1.2712 0.8742 -0.179 -0.014 -0.143 -0.644
H 4.5862 1.0084 0.3091 -0.078 0.077 -0.025 0.283
H 3.1121 1.4216 0.2618 0.233 -0.029 0.185 0.389
O 0.7970 -3.0624 3.0045 0.021 -0.253 -0.176 -0.663
H 0.6231 -3.2607 2.0663 0.073 0.143 0.238 0.356
H 1.4985 -2.4045 2.9915 -0.117 0.070 -0.024 0.311
O -4.1043 0.0309 -2.3954 0.090 0.049 -0.331 -0.686
H -4.5446 0.8613 -2.1827 0.106 -0.079 0.304 0.321
H -3.2108 0.2918 -2.6529 -0.065 0.004 0.138 0.304
O 3.3099 0.0484 3.4457 -0.011 -0.367 -0.012 -0.682
H 3.8096 0.8696 3.4835 -0.081 0.013 -0.124 0.291
H 2.9790 0.0253 2.5345 0.343 0.137 -0.009 0.365
```
Forces are in eV/Å.

The value obtained for the energy relative to the best compared isomer or geometry (same formula, charge and spin) is 4.0 kcal per mole. The total energy comes out at -3752.52084 a.u. As for the net charge: -1. For the LUMO energy, the calculation gives 2.3 eV.